# 1
DFT (ωB97M-V/def2-TZVPD) results for a 4-piece molecular cluster, C16H33F5NO7S overall at a distorted geometry.

Summary:
**F_max**: 10.405 eV Å⁻¹
**E**: -57365.572 eV
**Multiplicity**: 1
**HOMO energy**: -5.04 eV
**Charge**: -1
**M**: 478.50 g mol⁻¹
**Kohn-Sham gap**: 7.22 eV

```
63
Properties=species:S:1:pos:R:3:forces:R:3
H -2.987155 -1.042615 4.039829 -0.169 0.087 -0.070
H 3.125269 5.537446 -3.932139 -0.022 0.085 0.035
C -2.816503 -1.511833 -1.524650 -0.551 -2.248 -2.383
C 3.162166 -3.171507 0.222983 0.111 -0.135 0.171
O -3.414787 -3.204859 0.434656 2.032 2.583 -6.023
H -4.964237 -1.562176 -1.543543 1.199 0.454 -0.183
F -0.075370 1.505666 0.155043 -0.965 -3.774 -2.885
F 1.263628 -0.718986 1.015588 -2.265 -0.205 -4.788
H -4.073343 -0.636437 5.374269 0.066 -0.024 0.013
H 2.629689 3.384972 -4.348493 0.099 0.054 0.010
H 2.985899 -2.574839 -1.821337 0.369 -0.215 0.012
H -4.752548 -1.093767 3.812697 0.181 0.072 -0.069
F -0.125058 0.876289 -2.148676 -0.820 -2.216 4.565
S -2.176945 -0.090786 -0.486027 -7.948 5.121 4.345
O 4.893855 -3.196773 -1.524382 0.342 -0.023 -0.050
H -5.875328 0.660295 5.741165 0.072 -0.040 0.082
C 1.322031 5.200127 -2.769434 -0.117 -0.160 -0.129
C -2.876099 -2.962230 -0.763053 1.558 -6.979 2.467
F 1.848482 -0.705712 -1.313457 -3.630 -0.360 3.240
H 4.555038 -5.917509 -0.921865 0.116 -0.011 0.003
H 3.624847 1.911674 -2.554324 -0.116 0.067 0.021
H 1.837929 5.134022 -1.806402 0.090 0.013 -0.005
H 3.143934 -4.310781 -1.622213 -0.005 -0.055 0.078
H -3.680105 0.933608 2.777714 -0.213 0.112 0.201
H 3.449488 3.572680 -1.974819 0.039 -0.076 -0.036
H 3.587393 -3.973125 0.833003 -0.086 -0.003 -0.008
O 0.958968 3.901072 -3.227693 -0.018 0.094 -0.039
N -4.193241 -1.123294 -2.093922 1.212 -1.490 -0.031
H 2.077922 -3.181152 0.366323 0.274 -0.080 -0.019
H -3.817581 1.932200 6.438796 -0.083 0.024 0.042
H 6.296578 -6.218006 -0.874334 -0.059 0.084 -0.044
C 5.522933 -5.565005 -1.290145 -0.250 -0.155 0.041
F 0.193048 -2.220481 -0.498801 1.308 5.181 0.466
C 3.505124 -3.348668 -1.245608 -0.145 0.097 0.039
C 0.693197 -0.835026 -0.348509 3.166 -2.215 -0.160
H 5.516755 -5.672048 -2.379201 0.072 0.050 0.112
H -4.532581 3.427641 5.837094 -0.102 -0.102 0.039
H -5.248991 2.593046 7.237459 0.013 -0.003 -0.072
C 2.895937 2.690662 -2.309985 0.111 0.164 0.161
O -2.995877 1.180262 -0.940581 4.018 -4.188 0.562
H 2.293380 7.012950 -3.427794 -0.034 -0.084 -0.022
H 3.561642 -2.225135 0.601740 -0.089 -0.065 -0.108
C 2.028896 3.004548 -3.516407 -0.150 -0.057 0.150
C -0.372031 0.340841 -0.758627 2.535 3.250 -0.163
H 6.788885 -3.845919 -1.205104 -0.207 0.170 -0.053
H 1.568055 2.074734 -3.866417 -0.146 0.267 0.061
H -6.634581 2.169533 5.268024 0.123 -0.085 -0.219
O -2.555944 -0.275000 1.034764 3.054 -0.264 -5.252
C -3.932059 -0.551702 4.292804 -0.066 -0.057 0.239
H 5.742224 -3.997386 0.194090 -0.060 -0.083 0.048
H -2.090132 -1.615692 -2.455443 -1.312 0.202 2.172
C -3.912842 0.899830 3.847353 0.036 -0.190 -0.285
H 0.385669 5.737495 -2.584143 0.019 -0.307 -0.045
H -4.248322 -1.583574 -3.045198 0.308 0.773 1.526
C -5.669227 1.656569 5.337539 0.125 0.056 -0.344
C -4.766143 2.448142 6.266849 0.263 -0.019 0.060
H 1.636717 6.014850 -4.748174 -0.007 0.030 0.149
O -5.166533 1.558798 4.008215 -0.293 0.190 0.232
H -3.121022 1.459982 4.354590 0.029 -0.010 0.111
O -2.220707 -4.105164 -1.482354 -3.124 6.666 2.545
H 2.282728 2.351018 -1.469653 0.033 -0.031 -0.162
C 5.775944 -4.121429 -0.892886 -0.136 0.141 -0.214
C 2.141040 5.987662 -3.776795 0.213 -0.077 -0.141
```
Positions in Å, forces in eV/Å.

# 2
DFT (ωB97M-V/def2-TZVPD) results for a 2-piece molecular cluster, C8H17N2 overall at a distorted geometry.

Summary:
**F_max**: 5.479 eV Å⁻¹
**E**: -11544.463 eV
**Multiplicity**: 1
**HOMO energy**: -12.71 eV
**Charge**: +1
**M**: 141.24 g mol⁻¹
**Kohn-Sham gap**: 9.27 eV

```
27
Properties=species:S:1:pos:R:3:forces:R:3
H 0.603311 -1.747421 -1.734980 1.769 -0.186 1.043
H 0.380858 1.885476 1.368369 0.964 0.121 0.670
H -3.583519 -0.054455 1.532678 -1.220 0.341 1.399
H 1.705047 1.117249 -2.061709 -0.144 -0.076 0.165
H -2.400546 -2.379189 0.959921 -1.102 -0.602 0.584
H 1.581065 -2.590845 -0.353835 -0.740 1.145 -0.181
H 2.429916 -1.817967 -1.550760 0.469 0.133 -1.019
H 3.213181 0.619071 -1.282692 -0.040 -0.185 -0.424
H 0.620588 -0.780548 1.455514 0.402 0.306 0.136
H -4.320921 -0.778799 0.087751 -0.715 -0.849 -0.281
H 3.031484 2.333039 0.309261 0.924 0.636 -0.327
C -3.615767 -0.097452 0.475707 2.074 1.071 0.216
H 1.372099 2.669485 -0.369202 1.276 0.278 0.157
H -0.777446 -1.945829 0.619918 -3.092 0.270 -1.286
C -2.193902 -0.521314 0.260318 -1.812 -0.109 -2.947
C 1.124291 -0.042128 0.814280 -0.382 0.377 2.108
C 1.542308 -0.373982 -0.380201 0.788 1.546 -0.675
H -3.709794 0.894523 0.025139 -0.499 -0.273 0.342
N -1.866524 -1.785643 0.383692 5.289 -0.344 1.388
H -1.823995 1.312649 -0.398597 0.224 -1.160 -0.298
N -1.488368 0.330677 -0.430899 -0.292 2.492 0.438
C 1.394083 1.431905 1.263886 -1.455 -3.025 -0.743
C 2.097353 1.921599 0.031130 -2.113 1.126 -2.071
H -0.529095 0.278329 -0.720541 0.625 -0.742 0.302
C 2.155389 0.824942 -1.110880 0.907 -0.034 2.163
H 2.017417 1.404740 2.155551 -0.393 0.377 0.178
C 1.522365 -1.670593 -1.008781 -1.713 -2.634 -1.036
```
Positions in Å, forces in eV/Å.

# 3
DFT (ωB97M-V/def2-TZVPD) results for C5H9O as an isolated structure at a distorted geometry.

Summary:
**F_max**: 2.561 eV Å⁻¹
**E**: -7373.001 eV
**Multiplicity**: 2
**HOMO energy (spin up / spin down)**: -8.53 / -8.61 eV
**M**: 85.13 g mol⁻¹
**Kohn-Sham gap (spin up / spin down)**: 8.91 / 6.93 eV

```
15
Properties=species:S:1:pos:R:3:forces:R:3
H 0.440141 1.682214 0.873950 -0.657 0.488 -0.891
O -0.390063 1.838659 2.592017 1.049 0.029 0.966
H -2.530010 -0.577981 0.985636 0.036 0.212 0.352
C 0.739409 -0.909018 0.436294 -1.314 -0.532 -0.557
C -0.518007 1.197024 0.842891 -0.356 1.048 0.302
H -2.367342 -0.409980 -0.710701 0.119 0.167 -0.272
H 2.863845 -0.611245 0.865790 -0.628 -0.097 -0.048
H -0.457708 2.300675 3.490598 -0.903 -1.291 -2.019
H -1.417257 1.760246 0.594288 0.465 0.064 0.062
H 1.705531 0.817692 1.211792 0.575 -1.291 -0.443
C -0.519362 -0.163785 0.384856 0.388 -0.494 1.877
H -1.846939 -1.872239 0.077548 0.345 -0.267 -0.114
C 1.839499 -0.220830 0.823942 0.644 0.179 0.579
C -1.850879 -0.793577 0.167021 -0.306 -0.305 -0.174
H 0.672722 -2.029665 0.152667 0.542 2.092 0.379
```
Positions in Å, forces in eV/Å.

# 4
DFT (ωB97M-V/def2-TZVPD) results for C36H43BF5N12NaP as an isolated structure at a distorted geometry.

Summary:
**F_max**: 2.701 eV Å⁻¹
**E**: -83881.223 eV
**Multiplicity**: 1
**HOMO energy**: -5.01 eV
**Charge**: -1
**M**: 803.59 g mol⁻¹
**Kohn-Sham gap**: 6.56 eV

```
99
Properties=species:S:1:pos:R:3:forces:R:3
H -4.931195 -0.742961 4.425172 0.552 0.337 0.365
H -4.949321 -4.331401 -0.419525 0.353 0.077 -0.326
H 0.920867 -5.132610 1.753304 -0.166 -0.463 0.491
C -0.204101 4.978171 -3.465190 -0.240 1.031 -1.758
H -0.554671 1.916527 0.748803 -0.578 0.199 -0.294
H 5.982962 0.777441 -0.919098 -0.374 -0.030 0.317
C 4.530489 4.258420 -2.485966 -0.093 -0.313 0.539
C -3.712853 -0.153649 2.642959 -0.344 0.729 -1.635
H -5.252412 -5.852971 -1.247601 0.216 0.085 0.152
F 5.241842 4.697033 -0.243746 0.041 0.077 -0.447
H -2.762776 -2.022149 2.063335 -0.232 -0.250 -0.324
H -0.277771 -1.550624 -2.498840 0.062 -0.047 -0.246
P 3.070456 -0.800259 2.754796 0.276 1.442 0.775
N 5.659734 0.253362 2.265729 -0.687 -0.411 -0.510
H -5.324465 -4.390214 -2.146283 0.188 0.323 -0.064
H -5.452908 -1.493483 2.963265 0.592 1.446 0.124
H -0.422054 4.634261 -4.518257 0.242 0.730 0.963
C 6.467088 0.671799 1.201339 -1.408 -0.618 1.081
H -3.669559 -7.088108 -2.672916 -0.207 -0.507 0.521
H -1.878654 4.125435 -0.503786 0.431 0.411 -0.553
N 1.062639 0.633583 1.261529 0.004 0.034 1.409
C -1.232808 -3.620756 -2.403171 -1.539 1.667 0.549
H 2.246008 1.083725 5.210013 -0.044 0.204 -0.364
H 1.117791 -3.933218 4.414793 0.485 0.393 -0.050
N -1.826535 2.106502 -2.072069 -0.011 -1.487 -0.838
C -1.456991 0.983991 -4.007294 -0.153 1.597 2.172
B -2.948521 -0.220125 -2.230173 0.054 -0.582 -2.021
C -2.636231 -3.821939 -2.096276 1.639 0.531 -0.063
H 0.803592 4.612670 -3.271153 0.007 0.115 0.402
H -0.142033 4.190449 -0.707566 0.066 0.224 -0.171
H -3.641784 -5.750000 -3.808245 0.484 -0.259 1.062
C 5.996691 0.142596 3.662702 0.541 -0.563 1.044
H 5.757716 1.091556 4.188092 0.124 -0.671 -0.087
H -6.174077 0.843796 1.025484 -0.322 0.359 0.022
H 1.795132 2.784841 4.804730 0.680 -0.675 -0.086
C -1.071834 4.631579 -1.086279 -0.176 -1.089 0.627
H -3.364067 0.800562 3.085077 0.006 -0.292 -0.258
N -3.272790 -2.679347 -1.990462 0.676 1.183 -0.216
H -0.139931 2.942099 3.289284 -0.025 0.523 0.338
H -3.765578 -0.332131 -3.170354 0.189 0.505 0.574
C -5.250458 0.643112 0.530777 1.885 -1.120 -0.259
C -1.390865 2.985849 -2.970740 -0.371 -2.441 0.460
H -2.536193 -1.496794 3.721738 0.364 -0.237 0.267
C 3.614629 2.969439 -0.646997 1.319 1.503 -1.187
H 2.664036 -2.935230 4.510527 -0.205 -0.003 0.243
C 4.509673 3.978585 -1.134752 -1.444 -1.192 1.544
F 5.321286 5.257315 -2.917541 -0.081 -0.088 -0.370
Na 2.110220 -0.070272 -0.751801 0.030 0.166 0.164
C 1.843098 0.518736 2.357101 -1.739 0.582 -1.695
C 3.719935 3.508200 -3.330446 -0.655 -1.278 -0.692
H 2.717467 -4.687159 4.136456 -0.248 0.501 0.160
C -4.991166 -0.518880 3.364992 -1.967 -1.096 -0.564
C -4.035470 0.071972 1.147878 -2.295 1.073 0.616
C 2.282922 1.856299 4.424022 -0.078 0.741 0.198
N -1.857578 0.843641 -2.693063 -0.251 1.489 -0.085
C -2.592913 -1.161304 2.687553 0.125 -0.156 1.278
H -0.271098 6.081583 -3.445546 0.480 -0.362 -0.065
C 2.135140 -3.750970 4.029644 0.188 -0.894 -1.038
C -1.127131 -2.208161 -2.399787 -0.796 -0.782 -0.066
H 7.496026 0.932190 1.301011 0.280 0.231 0.252
C 0.144966 1.676723 1.512459 1.555 -1.813 -0.568
C -4.966984 0.570912 -0.826598 1.665 -0.492 0.981
H 7.088067 -0.052349 3.748111 -0.667 0.231 0.000
C -1.131575 2.325337 -4.207427 -0.040 -0.813 -0.748
H -2.116701 -6.307262 -3.062761 -0.402 -0.083 0.066
C -3.327385 -5.083486 -1.714278 0.444 -0.961 -0.997
C -3.186701 -6.145350 -2.845651 0.264 1.475 -1.277
C 5.675430 0.567418 0.104573 -0.342 -0.472 -0.572
N 2.079825 -3.447354 2.586928 -0.968 0.799 -1.681
H 3.356114 2.062199 4.166283 -1.007 -0.064 0.198
N -3.199476 -0.286254 0.230680 1.484 0.214 -0.466
H -5.757490 0.305697 3.243250 0.777 -0.971 0.100
H 0.821707 -3.611965 -0.467725 0.292 0.018 0.690
C 2.926658 2.439736 -2.806984 1.153 2.117 0.308
C -4.755027 -4.873699 -1.354052 -1.764 -0.575 0.350
C 2.445962 -2.249040 1.935445 -0.630 -1.428 -1.756
H -1.640197 -0.729940 2.401812 0.096 0.113 -0.125
N -3.690618 0.055279 -0.965513 -1.591 0.476 0.856
H 5.469780 -0.744988 4.163389 0.610 1.461 -0.850
H -1.435161 0.130176 -4.638355 -0.009 -0.381 -0.516
F 2.092006 1.755204 -3.611928 0.196 -0.148 -0.805
H -1.111802 5.691162 -0.872974 0.154 0.347 0.123
H -2.222792 4.853573 -2.747367 -0.530 0.532 -0.728
N 4.432192 0.064127 0.426038 0.156 0.239 0.488
N -2.352647 -1.666571 -2.193414 0.116 -1.682 0.462
C 1.354542 -4.173491 1.613991 0.752 1.530 0.849
C 0.365940 2.197483 2.727797 2.355 -1.097 0.650
H -0.768009 2.701711 -5.173695 -0.152 -0.046 0.760
C 1.319753 -3.395235 0.490329 0.381 -0.725 -0.996
F 3.505976 2.865596 0.710001 0.269 -0.041 0.194
F 3.778522 3.772631 -4.675426 -0.117 -0.034 0.604
C -1.260935 4.403579 -2.581714 0.089 -0.394 0.612
N 1.524134 1.497722 3.235399 -1.370 0.503 0.394
N 2.074541 -2.281347 0.629452 -0.223 0.517 2.027
H -2.807695 -5.478489 -0.847550 0.179 -0.180 0.309
C 4.411168 -0.085084 1.747133 1.787 -0.350 -1.265
H -0.484780 -4.359365 -2.600907 0.305 -0.127 0.032
H -5.482633 0.794479 -1.728120 -0.539 0.269 -0.295
C 2.882678 2.177920 -1.467808 -0.575 -0.563 0.213
```
Positions in Å, forces in eV/Å.

# 5
DFT (ωB97M-V/def2-TZVPD) results for C12H20N2 as an isolated structure at a distorted geometry.

Summary:
**F_max**: 10.383 eV Å⁻¹
**E**: -15736.212 eV
**Multiplicity**: 1
**HOMO energy**: -8.13 eV
**M**: 192.31 g mol⁻¹
**Kohn-Sham gap**: 8.71 eV

```
34
Properties=species:S:1:pos:R:3:forces:R:3
C 1.996165 -1.878101 -2.070869 0.253 0.074 -3.328
H 1.419118 2.812705 -1.625299 -0.646 0.020 1.560
N 0.651042 -1.284623 -0.030622 -1.357 -2.105 -2.801
H 2.136968 -0.276929 2.218367 -0.951 -0.721 -1.654
C -2.098669 1.056225 1.245896 2.571 -2.642 3.289
H 2.141136 -2.401784 -3.084560 -1.054 -0.286 1.427
H -2.593817 0.883989 2.338433 0.375 -0.285 -2.598
H 2.377095 2.222401 2.544755 -0.724 -2.654 -1.554
N -2.325204 0.244970 0.080657 0.081 -1.803 2.764
H -0.811713 -3.053229 0.253395 1.590 3.629 2.102
H 0.045904 -2.823525 -1.288528 1.109 0.854 -0.888
C 1.822768 0.306141 1.315034 -1.728 0.913 -0.325
C 1.308294 2.209166 -0.674139 2.714 2.232 -0.076
H 0.535600 0.621779 -1.952610 0.717 0.274 1.589
H 2.812178 -2.292838 -1.489816 0.004 0.661 0.492
H 1.696478 3.861926 0.958950 1.089 -3.710 -1.257
H -4.319616 -1.203337 0.307297 1.438 3.403 -1.866
H 0.000699 -1.260455 -2.341815 0.532 -1.095 2.342
H -2.224115 -1.758100 -0.492497 -0.119 -0.057 -0.436
C 1.847382 2.654590 0.609794 -3.506 1.060 -1.738
H -2.677485 -1.520191 1.198121 1.599 0.136 -1.150
C 1.978783 1.614527 1.582537 1.955 5.535 1.581
H -4.820838 1.116024 -0.182340 3.973 -2.969 -1.047
C 0.598575 -1.856184 -1.485732 -1.165 0.376 0.163
C -1.893380 -1.210229 0.375706 -2.165 0.213 1.190
C -3.679175 0.050939 -0.397116 -0.931 -1.760 -1.144
H 2.122794 -0.883800 -2.592452 0.776 -0.463 1.632
C 1.028962 0.083146 0.049212 2.441 -7.010 7.261
H -0.305131 -1.859143 2.038415 -0.440 0.210 -4.247
H -2.292649 2.010850 0.955826 -0.306 3.003 -0.406
C 1.001898 0.868710 -0.948193 -1.261 4.639 -4.381
H -0.955268 0.880276 1.472848 -2.084 0.952 -0.311
C -0.505186 -1.811018 0.715785 -0.443 -1.615 1.990
H -3.006696 -0.326532 -1.494236 -4.337 0.989 1.823
```
Positions in Å, forces in eV/Å.